106
Properties=species:S:1:pos:R:3 method="wB97M-V/def2-TZVPD" e_homo_ev=-6.3 largest_force_ev_per_a=0.77 charge=0 de_lowest_kcal_mol=0.0 total_energy_ev=-82665.4140 orbital_gap_ev=6.6799
Y -0.735 0.064 0.085
N 1.697 -0.833 -0.861
C 2.680 -1.664 -0.170
C 2.477 -1.549 1.329
N 1.083 -1.653 1.782
C 0.561 -3.022 1.682
C 0.064 -3.435 0.301
N -0.992 -2.540 -0.174
C 1.034 -1.149 3.170
C 0.617 0.331 3.284
N 0.652 1.021 1.986
H 1.677 -1.031 -1.856
H 1.998 0.139 -0.775
H 3.712 -1.364 -0.391
H 2.584 -2.696 -0.502
H 2.855 -0.576 1.648
H 3.100 -2.301 1.840
H -0.290 -3.091 2.358
H 1.316 -3.751 2.017
H -0.297 -4.467 0.395
H 0.856 -3.450 -0.443
H -1.770 -2.566 0.484
H -1.343 -2.863 -1.070
H 2.018 -1.283 3.635
H 0.330 -1.745 3.748
H 1.254 0.831 4.021
H -0.412 0.385 3.636
H 1.594 1.090 1.615
H 0.361 1.988 2.106
C -0.040 5.487 -2.503
C -0.538 4.526 -1.474
C -1.484 4.766 -0.512
C -1.604 3.572 0.208
N -0.758 2.649 -0.281
N -0.112 3.252 -1.331
B 0.950 2.639 -2.250
N 0.446 1.338 -2.957
N -0.310 0.346 -2.394
C -0.542 -0.547 -3.361
C 0.050 -0.135 -4.555
C 0.649 1.069 -4.266
C 1.363 1.951 -5.234
C -1.283 -1.817 -3.204
C -0.593 -3.015 -3.392
C -1.243 -4.233 -3.256
C -2.596 -4.263 -2.940
C -3.294 -3.073 -2.784
C -2.645 -1.853 -2.926
N 2.333 2.542 -1.536
N 2.479 1.996 -0.303
C 3.744 2.195 0.054
C 4.432 2.898 -0.941
C 3.494 3.123 -1.927
C 3.700 3.900 -3.185
C 4.284 1.704 1.338
C 5.398 0.866 1.346
C 5.898 0.369 2.540
C 5.293 0.708 3.743
C 4.199 1.561 3.746
C 3.701 2.062 2.551
C -2.561 3.390 1.317
C -2.403 2.442 2.317
C -3.354 2.270 3.309
C -4.485 3.070 3.330
C -4.654 4.034 2.346
C -3.705 4.189 1.349
H -0.554 6.438 -2.368
H 1.032 5.663 -2.411
H -0.236 5.133 -3.515
H -1.999 5.693 -0.341
H 1.132 3.409 -3.140
H 0.003 -0.631 -5.509
H 1.236 1.540 -6.234
H 0.969 2.967 -5.225
H 2.430 2.005 -5.028
H 0.465 -2.988 -3.629
H -0.694 -5.156 -3.391
H -3.106 -5.211 -2.825
H -4.348 -3.085 -2.541
H -3.187 -0.931 -2.779
H 5.453 3.239 -0.921
H 4.671 4.390 -3.133
H 3.702 3.261 -4.065
H 2.936 4.662 -3.328
H 5.860 0.593 0.405
H 6.758 -0.288 2.532
H 5.681 0.319 4.675
H 3.739 1.850 4.683
H 2.865 2.751 2.554
H -1.552 1.779 2.321
H -3.215 1.485 4.041
H -5.238 2.932 4.095
H -5.541 4.655 2.339
H -3.880 4.913 0.564
S -2.151 -0.945 2.250
C -3.864 -0.880 1.821
C -4.783 -1.469 2.696
C -6.142 -1.455 2.441
C -6.613 -0.842 1.286
C -5.717 -0.254 0.412
C -4.338 -0.257 0.656
S -3.298 0.564 -0.508
H -4.402 -1.943 3.593
H -6.828 -1.919 3.139
H -7.674 -0.817 1.069
H -6.074 0.235 -0.486